19
Properties=species:S:1:pos:R:3:forces:R:3:nbo_charge:R:1 method="wB97M-V/def2-TZVPD" lumo_energy_ha=-0.2604 charge=+1 smiles="NCCC(=[NH2+])CN" largest_force_ha_per_bohr=0.15049
H 4.0353 0.4244 0.3953 -0.410 0.262 0.120 0.40
H 0.7384 -1.5182 0.3015 -0.014 2.231 -0.531 0.30
C -1.5398 -0.4279 -0.8325 -4.846 0.030 2.153 -0.35
H -3.3902 -0.8185 0.0523 -0.179 1.029 -0.917 0.37
N -3.0808 -0.3269 -0.8136 2.537 -0.052 1.281 -0.79
C 1.8426 0.5047 0.2728 1.391 1.537 -0.098 -0.22
H 0.7257 -0.5499 -1.3102 0.240 0.102 2.308 0.25
H -1.4619 -1.5031 -0.4505 0.772 1.115 -0.957 0.32
C -0.6207 0.1955 0.1768 -1.581 -6.824 3.290 0.58
H 1.5154 1.4811 -0.2133 0.650 -0.627 0.659 0.18
C 0.7227 -0.4229 -0.1376 1.055 -0.914 -2.079 -0.53
N -1.1001 0.0781 1.5746 2.130 3.703 -5.307 -0.65
H -0.3632 0.5763 2.0452 0.710 -0.434 1.480 0.40
H -1.2814 -0.2420 -1.8063 1.167 0.022 -2.250 0.24
H -3.3074 0.6673 -0.8351 -0.558 -0.385 0.208 0.37
H -1.8263 0.7828 1.5486 -1.512 -0.323 0.731 0.40
H 1.7029 0.6689 1.3838 1.046 -0.180 -1.057 0.19
N 3.2551 0.1295 -0.1737 -2.283 -0.310 -0.163 -0.85
H 3.4336 0.3007 -1.1782 -0.315 0.019 1.128 0.38

67
Properties=species:S:1:pos:R:3:forces:R:3:nbo_charge:R:1 method="wB97M-V/def2-TZVPD" lumo_energy_ha="-0.0708 / -0.0710" charge=0 largest_force_ha_per_bohr=0.01394
C -0.9856 7.1407 -1.1961 -0.009 0.047 0.006 -0.15
H -3.1755 -4.4607 0.3144 -0.052 -0.016 0.009 0.20
H -3.5925 -3.7000 -1.2181 -0.044 0.021 -0.054 0.21
H -0.6406 5.2030 1.5479 -0.003 -0.019 0.014 0.23
S 2.9938 1.8710 1.1053 0.061 -0.011 -0.105 0.03
H 2.5464 -1.4637 2.8809 0.012 -0.028 0.013 0.21
H -1.1279 8.1730 -1.4885 0.007 0.019 -0.008 0.21
H 3.9709 -3.3643 1.9854 -0.004 -0.042 0.042 0.20
C 1.5965 -1.6155 -4.1044 0.009 0.050 0.025 -0.20
C 0.1318 -4.6724 2.4917 0.020 0.060 -0.052 -0.20
H 2.0203 -2.5038 -4.5382 0.037 -0.079 -0.035 0.23
H 4.6353 -1.7830 1.5460 -0.059 -0.038 -0.009 0.22
H -1.3134 -4.6301 -1.3341 0.026 0.025 -0.048 0.21
N 0.6940 -0.1688 -2.5743 0.007 -0.019 -0.013 -0.50
C 3.7855 -2.4566 1.4121 0.075 0.106 -0.029 -0.59
H 0.0003 -5.4400 3.2416 -0.002 -0.034 0.021 0.22
H 2.3366 -0.8945 1.2353 0.003 0.013 0.028 0.22
H -4.5134 0.7995 0.9099 -0.013 0.031 0.018 0.25
H 1.4813 -3.2979 -1.6720 -0.002 0.017 -0.020 0.21
S -1.9846 -0.1827 -0.6425 -0.254 -0.072 0.127 0.14
H -0.9559 6.4188 -3.2218 -0.004 0.010 -0.038 0.23
S 4.4159 3.2770 0.6426 -0.056 0.049 -0.006 -0.25
H -2.8753 1.4728 3.4512 -0.017 0.018 -0.023 0.22
C 1.3072 -2.7190 1.6858 0.018 -0.078 0.144 -0.01
H -1.2565 -2.8881 -1.4903 -0.064 -0.009 0.090 0.22
C -0.7123 4.8342 -1.8189 -0.023 0.023 0.030 0.45
C -0.6250 4.4863 -0.4599 0.031 0.234 -0.084 -0.29
H 1.7402 -3.7009 3.5271 0.021 -0.016 0.042 0.21
C -1.4701 -3.6942 -0.7877 0.015 -0.133 -0.135 -0.43
C -0.8923 6.1730 -2.1716 -0.008 -0.032 0.044 -0.31
H -4.4151 -0.9143 0.5418 0.003 0.028 -0.022 0.24
C -0.6597 -4.6604 1.3584 -0.058 0.059 0.068 -0.21
O -0.6408 3.9390 -2.8184 0.012 -0.103 0.014 -0.68
H -0.5141 3.0614 -2.4000 0.010 0.093 -0.025 0.51
C -0.4157 3.0957 -0.0219 -0.276 0.014 0.653 0.82
C -0.9001 6.8098 0.1566 0.006 -0.024 -0.051 -0.27
C 0.4793 -2.7149 0.5592 0.198 0.046 -0.126 0.11
S 2.4706 1.0297 -0.7196 -0.391 0.028 0.244 -0.04
O -0.3784 2.8452 1.2044 0.094 0.073 -0.147 -0.64
C 0.7618 0.4369 -3.7406 0.058 0.016 -0.056 0.05
S -0.0835 0.6950 1.6427 0.057 -0.063 -0.161 0.70
H -1.4152 -5.4240 1.2193 0.006 -0.019 0.031 0.21
H 3.7519 -2.7288 0.3558 -0.010 0.000 -0.034 0.21
C -1.7017 0.3838 2.0030 -0.031 -0.041 -0.149 -0.34
C -2.1876 0.6264 3.4046 0.045 0.016 0.099 -0.64
H -2.7015 -0.2471 3.8076 -0.008 -0.025 0.000 0.22
C 1.3136 -0.4283 -4.7295 -0.015 -0.005 0.035 -0.30
O -0.3065 2.2032 -0.9338 0.188 -0.374 -0.501 -0.70
C -0.7203 5.4923 0.5098 0.023 -0.043 -0.029 -0.12
H 0.4349 1.4569 -3.8709 -0.008 0.049 -0.003 0.21
N 0.7188 -1.7612 -0.4862 -0.104 0.218 0.013 -0.47
C -2.9337 -3.6355 -0.3538 0.026 -0.028 -0.028 -0.59
H 1.4686 -0.1797 -5.7647 0.008 0.016 -0.051 0.23
C -0.5209 -3.6720 0.3860 -0.140 -0.118 0.140 -0.01
C 1.1711 -2.2569 -1.6385 0.064 -0.095 -0.087 0.14
C 2.4790 -1.7862 1.8390 0.019 0.011 -0.008 -0.43
H -4.2458 -0.3529 2.2161 -0.008 -0.030 0.070 0.23
H -1.3476 0.8479 4.0611 0.000 0.003 -0.016 0.23
Tc 0.3090 0.2223 -0.5036 0.673 0.224 0.103 0.28
C 1.2127 -1.4464 -2.7489 -0.123 0.016 -0.004 0.04
C 1.1020 -3.6968 2.6523 -0.024 0.050 -0.030 -0.20
As 5.5999 1.3390 1.0522 0.010 -0.039 0.122 0.65
C -2.5353 0.0381 0.9587 -0.091 -0.058 0.096 -0.03
S 5.9405 0.4317 -0.7227 0.037 -0.060 -0.102 -0.52
H -0.9678 7.5750 0.9157 -0.009 0.032 0.019 0.22
C -4.0091 -0.1314 1.1802 -0.004 0.025 -0.101 -0.67
H -3.1481 -2.7059 0.1698 0.035 0.009 0.028 0.20

18
Properties=species:S:1:pos:R:3:forces:R:3:nbo_charge:R:1 method="wB97M-V/def2-TZVPD" lumo_energy_ha=-0.0501 charge=0 smiles="NCCCC(=S)C(=O)O" largest_force_ha_per_bohr=0.08158
C 0.5665 -0.4459 0.8740 1.887 1.582 -1.169 -0.50
O 0.4069 -2.6659 -1.0316 0.251 1.123 -0.079 -0.56
H -2.6382 0.6760 1.2554 -0.816 0.405 0.281 0.33
H -0.6414 0.7312 2.1755 0.306 0.439 1.358 0.22
H -0.0112 -1.3179 0.9166 -1.186 -1.084 0.301 0.25
C -0.0311 0.9000 1.3207 -1.079 -0.050 -4.054 -0.42
H -0.7623 1.1713 -0.7949 0.575 -0.305 -0.358 0.18
S 1.8189 0.8671 -1.2911 0.396 0.237 0.294 0.09
O 1.6198 -1.7356 -2.5826 2.255 2.354 -2.209 -0.66
H 2.1694 -0.8551 -2.8199 -1.902 -2.248 1.230 0.51
C 1.1740 -0.4037 -0.5418 -0.482 -0.615 -0.486 -0.14
H 1.3993 -0.5588 1.5426 0.700 -0.686 0.329 0.25
H 0.7531 1.6726 1.2423 -0.399 -0.331 1.005 0.23
C 1.0245 -1.6976 -1.4369 -0.673 -0.746 2.403 0.72
H -1.3857 2.2844 0.2304 -0.209 1.824 0.537 0.19
C -1.1100 1.2755 0.2147 0.849 -0.183 0.344 -0.22
N -2.3281 0.5281 0.3061 -0.249 -0.848 0.904 -0.79
H -2.0245 -0.4257 0.4206 -0.224 -0.869 -0.629 0.33

In the order shown, the computed ΔE to the lowest compared entry with this formula, charge and spin values come out to 510.2 74.9 160.8 kJ/mol.